Record 1
The following is a quantum chemistry calculation of a gas-phase ion, C9H18BrN5O2P (charge +1), from the OMol25 dataset.

The gap between HOMO and LUMO is 9.08 eV. The value obtained for the HOMO energy is -0.49944 Eh.

```
! wB97M-V def2-TZVPD RIJCOSX def2/J DEFGRID3
* xyz 1 1
C 2.53 -0.29 1.76
C 1.44 0.72 1.51
O 0.75 1.23 2.35
N 1.29 1.16 0.16
C 0.22 2.13 -0.13
N 1.53 0.20 -0.80
C 2.48 0.13 -1.74
P 3.90 1.23 -2.34
O 5.12 0.48 -1.60
Br 3.59 3.04 -1.11
N 2.30 -1.01 -2.40
N 1.28 -1.64 -1.88
N 0.79 -0.93 -0.94
C -0.40 -1.30 -0.16
C -1.69 -0.65 -0.69
C -2.70 -0.36 0.43
C -3.95 0.31 -0.17
C -3.05 -1.63 1.19
H 2.26 -1.28 1.39
H 2.67 -0.36 2.83
H 3.46 0.02 1.29
H 0.51 3.08 0.32
H 0.16 2.27 -1.21
H -0.73 1.81 0.28
H 5.00 0.21 -0.68
H -0.44 -2.38 -0.25
H -0.21 -1.06 0.89
H -1.45 0.27 -1.24
H -2.15 -1.33 -1.41
H -2.23 0.34 1.14
H -4.85 -0.21 0.14
H -4.04 1.35 0.16
H -3.93 0.30 -1.26
H -2.20 -2.05 1.75
H -3.43 -2.40 0.52
H -3.83 -1.42 1.93
*
```

=====

Record 2
The following is a quantum chemistry calculation of 13 unconnected molecules or ions with the total composition C39H104O39S13, from the OMol25 dataset.

The gap between HOMO and LUMO is 10.63 eV. The value obtained for the HOMO energy is -0.39619 Eh. The value obtained for the relative energy (zero: lowest compared OMol25 entry of this formula, charge and spin) is 31.3 kcal per mole.

```
! wB97M-V def2-TZVPD RIJCOSX def2/J DEFGRID3
* xyz 0 1
O 2.15 2.66 -8.32
S 1.28 1.85 -7.53
O 0.36 0.93 -8.10
O 2.18 1.05 -6.49
C 3.32 1.80 -5.97
C 3.87 0.92 -4.86
C 0.38 2.98 -6.46
H 2.95 2.78 -5.65
H 4.00 1.97 -6.81
H 4.71 1.45 -4.40
H 4.26 0.00 -5.30
H 3.03 0.68 -4.21
H 0.82 3.97 -6.59
H 0.48 2.69 -5.41
H -0.67 2.88 -6.75
O -7.20 -0.69 1.19
S -7.39 -0.24 -0.13
O -8.60 -0.51 -0.85
O -7.22 1.36 -0.03
C -7.67 2.14 -1.17
C -7.00 3.47 -1.13
C -6.02 -0.68 -1.24
H -8.77 2.07 -1.05
H -7.47 1.46 -2.04
H -5.93 3.27 -1.01
H -7.45 4.16 -0.43
H -7.17 3.99 -2.08
H -5.08 -0.20 -0.95
H -6.26 -0.32 -2.24
H -5.92 -1.76 -1.18
O -2.66 0.85 -1.10
S -1.48 0.50 -0.32
O -1.68 0.02 1.02
O -0.65 -0.57 -1.20
C 0.50 -1.31 -0.64
C 1.70 -1.03 -1.52
C -0.20 1.82 -0.39
H 0.15 -2.35 -0.64
H 0.62 -0.95 0.38
H 2.57 -1.51 -1.08
H 1.83 0.05 -1.50
H 1.48 -1.42 -2.52
H -0.55 2.70 0.14
H 0.01 1.95 -1.46
H 0.72 1.37 0.02
O 7.40 -2.49 -1.48
S 5.99 -2.60 -1.44
O 5.42 -3.72 -0.77
O 5.39 -1.29 -0.75
C 6.18 -0.05 -0.72
C 5.31 1.02 -0.17
C 5.24 -2.54 -3.13
H 6.51 0.17 -1.74
H 7.07 -0.28 -0.12
H 5.09 0.84 0.89
H 4.39 1.10 -0.75
H 5.83 1.97 -0.18
H 5.84 -3.21 -3.74
H 5.28 -1.53 -3.54
H 4.20 -2.85 -3.04
O 3.01 -1.51 5.28
S 4.09 -1.63 4.35
O 5.39 -1.17 4.69
O 4.13 -3.14 3.79
C 3.05 -4.10 4.09
C 3.52 -5.09 5.10
C 3.61 -0.91 2.75
H 2.87 -4.52 3.09
H 2.23 -3.45 4.45
H 2.70 -5.75 5.39
H 3.94 -4.60 5.98
H 4.30 -5.71 4.65
H 4.28 -1.32 1.99
H 3.70 0.17 2.84
H 2.63 -1.33 2.50
O -1.68 2.73 -3.43
S -2.81 2.89 -4.34
O -2.90 4.05 -5.12
O -2.98 1.66 -5.35
C -2.64 0.31 -4.83
C -1.24 -0.12 -5.18
C -4.33 2.62 -3.43
H -3.37 -0.41 -5.24
H -2.90 0.33 -3.77
H -1.17 -1.20 -5.04
H -0.54 0.37 -4.50
H -1.01 0.01 -6.24
H -5.09 2.45 -4.18
H -4.46 3.42 -2.70
H -4.25 1.74 -2.79
O 3.31 2.93 1.86
S 3.38 3.85 0.80
O 4.59 3.96 0.01
O 2.21 3.48 -0.21
C 2.21 4.07 -1.55
C 2.44 3.00 -2.58
C 2.85 5.51 1.36
H 3.00 4.82 -1.55
H 1.25 4.57 -1.59
H 2.34 3.46 -3.57
H 1.82 2.14 -2.31
H 3.47 2.65 -2.60
H 1.90 5.36 1.90
H 2.54 6.10 0.49
H 3.67 5.91 1.94
O 0.90 -2.82 2.08
S -0.33 -3.31 2.54
O -1.34 -3.74 1.60
O 0.07 -4.53 3.50
C -0.98 -5.45 3.91
C -0.68 -6.81 3.32
C -1.08 -2.20 3.72
H -1.92 -5.04 3.54
H -0.95 -5.42 5.00
H 0.16 -7.27 3.86
H -0.38 -6.65 2.28
H -1.60 -7.37 3.41
H -1.23 -1.25 3.20
H -0.43 -2.19 4.60
H -2.04 -2.57 4.08
O -0.28 5.34 1.68
S -0.96 6.07 2.69
O -2.16 5.54 3.22
O 0.14 6.25 3.85
C -0.31 6.96 5.08
C 0.24 6.23 6.26
C -1.29 7.79 2.17
H -1.40 6.94 5.08
H 0.11 7.96 4.93
H 0.06 5.16 6.18
H -0.33 6.50 7.16
H 1.30 6.46 6.40
H -0.39 8.23 1.74
H -1.59 8.37 3.04
H -2.08 7.70 1.42
O -2.02 0.99 4.62
S -3.30 1.30 4.03
O -4.16 0.29 3.57
O -4.14 2.26 5.04
C -3.55 2.64 6.33
C -2.31 3.48 6.23
C -3.11 2.58 2.74
H -3.37 1.77 6.96
H -4.37 3.23 6.75
H -2.09 3.90 7.21
H -2.41 4.27 5.47
H -1.48 2.86 5.87
H -2.11 2.99 2.86
H -3.94 3.26 2.91
H -3.21 2.09 1.78
O 1.11 -4.09 -2.97
S 1.40 -4.18 -4.36
O 1.50 -2.96 -5.12
O 2.78 -4.97 -4.65
C 3.09 -6.35 -4.17
C 4.34 -6.18 -3.35
C 0.31 -5.36 -5.19
H 3.18 -6.97 -5.07
H 2.21 -6.68 -3.61
H 4.10 -5.50 -2.53
H 5.09 -5.73 -3.99
H 4.68 -7.16 -3.02
H 0.74 -5.55 -6.17
H -0.68 -4.92 -5.28
H 0.27 -6.26 -4.56
O -2.59 -3.56 -4.51
S -3.25 -3.71 -3.27
O -4.09 -2.61 -2.86
O -4.14 -5.08 -3.23
C -3.49 -6.33 -3.70
C -4.55 -7.25 -4.28
C -2.10 -4.07 -1.92
H -3.09 -6.72 -2.76
H -2.87 -5.94 -4.52
H -5.25 -7.62 -3.53
H -4.03 -8.11 -4.71
H -5.17 -6.73 -5.00
H -1.41 -3.23 -1.85
H -1.56 -5.00 -2.12
H -2.67 -4.16 -0.99
O 2.66 1.73 6.97
S 1.26 1.89 6.99
O 0.60 2.81 7.87
O 0.67 2.25 5.53
C 1.37 1.63 4.36
C 0.60 1.84 3.09
C 0.48 0.27 7.21
H 1.53 0.57 4.55
H 2.34 2.13 4.31
H 1.27 1.48 2.30
H 0.42 2.89 2.81
H -0.39 1.40 3.09
H -0.57 0.47 7.41
H 0.94 -0.23 8.07
H 0.68 -0.30 6.30
*
```

=====

Record 3
The following is a quantum chemistry calculation of C5H10N2O in the gas phase, from the OMol25 dataset.

The gap between HOMO and LUMO is 9.97 eV. As for the SMILES: CC(=O)[C@]1(N)C[C@H]1N. The value obtained for the HOMO energy is -0.33464 Eh. The value obtained for the relative energy (zero: lowest compared OMol25 entry of this formula, charge and spin) is 36.4 kcal per mole.

```
! wB97M-V def2-TZVPD RIJCOSX def2/J DEFGRID3
* xyz 0 1
C -1.39 -1.76 0.64
C -1.52 -0.33 0.20
O -2.60 0.20 -0.04
C -0.25 0.46 0.08
N 0.03 1.31 1.27
C 0.11 1.00 -1.29
C 0.95 -0.08 -0.69
N 2.31 0.27 -0.25
H -0.95 -2.35 -0.16
H -0.76 -1.82 1.54
H -2.38 -2.16 0.87
H 0.89 1.83 1.10
H -0.71 2.02 1.34
H -0.54 0.74 -2.12
H 0.52 2.00 -1.36
H 0.86 -1.08 -1.13
H 2.42 0.04 0.74
H 3.01 -0.28 -0.74
*
```

=====

Record 4
The following is a quantum chemistry calculation of a molecular structure, CH4BrNO, from the OMol25 dataset.

The gap between HOMO and LUMO is 9.70 eV. The value obtained for the HOMO energy is -0.32580 Eh. The value obtained for the relative energy (zero: lowest compared OMol25 entry of this formula, charge and spin) is 34.5 kcal per mole.

```
! wB97M-V def2-TZVPD RIJCOSX def2/J DEFGRID3
* xyz 0 1
C 0.79 -0.81 0.43
N -0.92 0.91 -0.21
O 0.38 0.66 -0.58
Br -0.33 -2.12 -0.31
H 0.65 -0.27 1.33
H 1.92 -0.90 0.20
H -1.00 1.79 0.21
H -1.47 0.73 -1.07
*
```

=====

Record 5
The following is a quantum chemistry calculation of 2 unconnected molecules or ions with the total composition C11H15N, from the OMol25 dataset.

The gap between HOMO and LUMO is 8.69 eV. As for the SMILES: Cc1c[nH]c2ccccc12.CC. The value obtained for the HOMO energy is -0.28665 Eh. The value obtained for the relative energy (zero: lowest compared OMol25 entry of this formula, charge and spin) is 18.1 kcal per mole.

```
! wB97M-V def2-TZVPD RIJCOSX def2/J DEFGRID3
* xyz 0 1
C 2.55 -0.41 -0.62
C 1.06 -0.44 -0.79
C 0.35 -1.18 0.11
N -1.02 -1.12 -0.11
C -1.16 -0.32 -1.25
C -2.39 0.05 -1.83
C -2.28 0.59 -3.09
C -1.03 0.82 -3.72
C 0.15 0.55 -3.05
C 0.09 0.01 -1.74
H 3.05 0.20 -1.38
H 3.00 -1.41 -0.66
H 2.81 -0.11 0.40
H 0.77 -1.75 0.93
H -1.76 -1.22 0.56
H -3.26 0.15 -1.20
H -3.20 0.91 -3.57
H -1.04 1.17 -4.74
H 1.13 0.84 -3.40
C 0.02 1.04 3.62
C 0.55 -0.36 3.62
H -1.01 1.07 3.98
H 0.52 1.71 4.32
H 0.05 1.50 2.63
H 0.76 -0.71 4.65
H 1.47 -0.48 3.05
H -0.17 -1.10 3.27
*
```

=====

Record 6
The following is a quantum chemistry calculation of a molecular structure, C42H45N7O2STeTi, from the OMol25 dataset.

The gap between HOMO and LUMO (alpha / beta) is 6.20 / 6.24 eV. The value obtained for the HOMO energy (alpha / beta) is -0.56652 / -0.56652 Eh. The value obtained for the relative energy (zero: lowest compared OMol25 entry of this formula, charge and spin) is 18.2 kcal per mole. As for the expectation value of S²: 0.753.

```
! wB97M-V def2-TZVPD RIJCOSX def2/J DEFGRID3
* xyz 3 2
Ti -0.18 2.00 -0.20
C -4.50 2.05 0.69
C -3.31 2.18 -0.03
N -2.15 2.30 0.61
C -2.16 2.29 1.98
C -3.37 2.15 2.66
N -4.52 2.03 2.02
C -0.84 2.48 2.62
C -0.61 2.57 3.98
C 0.71 2.76 4.45
C 1.75 2.83 3.51
C 1.46 2.71 2.16
N 0.18 2.54 1.73
C 2.45 2.62 1.07
C 3.84 2.64 1.22
N 4.65 2.36 0.21
C 4.11 2.07 -0.97
C 2.74 2.12 -1.18
N 1.91 2.40 -0.17
C 0.98 2.89 5.89
C 0.05 3.49 6.74
C 0.37 3.59 8.09
N 1.49 3.13 8.61
C 2.36 2.55 7.81
C 2.17 2.41 6.44
H -5.45 1.95 0.18
H -3.29 2.17 -1.12
H -3.41 2.14 3.74
H -1.42 2.50 4.68
H 2.77 2.99 3.84
H 4.30 2.88 2.17
H 4.78 1.81 -1.78
H 2.29 1.94 -2.15
H -0.87 3.92 6.38
H -0.32 4.07 8.78
H 3.27 2.17 8.27
H 2.91 1.90 5.85
O -0.45 3.07 -1.85
S -0.73 4.40 -2.60
C 0.79 5.38 -2.45
C 0.63 6.25 -1.21
C -0.82 6.72 -1.24
C -1.66 5.46 -1.44
H 0.82 5.98 -3.36
H 1.62 4.68 -2.47
H 1.34 7.07 -1.23
H 0.82 5.66 -0.30
H -0.97 7.41 -2.08
H -1.14 7.24 -0.34
H -2.66 5.62 -1.83
H -1.72 4.87 -0.52
C 1.32 -0.87 1.44
C 0.65 -0.75 0.10
O 1.07 -1.74 -0.71
N -0.19 0.12 -0.27
Te 0.08 -2.01 -2.41
C 1.21 -3.66 -3.05
C 0.53 -4.69 -3.72
C -0.90 -4.62 -4.17
C 1.25 -5.83 -4.03
C 2.60 -5.96 -3.72
C 3.36 -7.20 -4.06
C 3.25 -4.87 -3.15
C 2.59 -3.70 -2.82
C 3.40 -2.55 -2.30
C -1.61 -2.81 -1.51
C -1.55 -3.92 -0.64
C -0.30 -4.65 -0.25
C -2.76 -4.38 -0.13
C -3.98 -3.82 -0.46
C -5.26 -4.38 0.07
C -3.99 -2.72 -1.31
C -2.82 -2.19 -1.84
C -2.93 -1.02 -2.79
H 2.38 -0.62 1.35
H 1.27 -1.90 1.78
H 0.85 -0.22 2.17
H -1.30 -3.60 -4.27
H -1.57 -5.16 -3.50
H -0.98 -5.07 -5.16
H 0.75 -6.63 -4.56
H 2.70 -7.98 -4.44
H 3.89 -7.58 -3.19
H 4.11 -6.99 -4.83
H 4.32 -4.93 -2.97
H 4.34 -2.51 -2.84
H 3.62 -2.66 -1.23
H 2.91 -1.58 -2.44
H 0.57 -4.00 -0.14
H -0.05 -5.41 -0.98
H -0.46 -5.15 0.70
H -2.73 -5.23 0.55
H -5.08 -5.11 0.85
H -5.82 -4.86 -0.73
H -5.89 -3.59 0.47
H -4.94 -2.26 -1.58
H -3.88 -0.51 -2.64
H -2.92 -1.35 -3.84
H -2.14 -0.28 -2.66
*
```

=====

Record 7
The following is a quantum chemistry calculation of 2 unconnected molecules or ions with the total composition C10H13O3, from the OMol25 dataset.

The gap between HOMO and LUMO is 6.90 eV. The value obtained for the HOMO energy is -0.12519 Eh. The value obtained for the relative energy (zero: lowest compared OMol25 entry of this formula, charge and spin) is 88.4 kcal per mole.

```
! wB97M-V def2-TZVPD RIJCOSX def2/J DEFGRID3
* xyz -1 1
C -1.24 -0.53 -2.38
C -2.46 -1.31 -3.09
C -1.11 0.88 -2.88
O -1.96 1.50 -3.44
O -0.11 1.74 -2.53
H -1.26 -0.86 -1.32
H -0.20 -1.02 -2.51
H -3.18 -1.48 -2.27
H -2.18 -2.46 -3.31
H -2.81 -0.61 -3.73
C 0.54 0.27 4.07
C 1.56 0.13 -0.08
C 2.10 1.18 0.75
C 0.87 -0.95 0.52
C 1.79 1.08 2.16
C 0.60 -1.00 1.92
C 1.11 0.00 2.80
O 1.63 0.14 -1.33
H 0.49 1.34 -1.87
H 2.68 1.94 0.37
H 0.30 -1.65 -0.23
H 2.07 1.94 2.77
H -0.01 -1.72 2.31
H 0.22 1.38 4.03
H 1.01 -0.16 4.91
H -0.46 0.26 4.38
*
```